(1)
Molecular formula: C6H14AuCl2N3O2
Method: DFT, ωB97M-V with the def2-TZVPD basis set

The geometry in XYZ format:
```
28
Properties=species:S:1:pos:R:3:forces:R:3:mulliken_charge:R:1
H -3.11271 -3.33976 -1.41625 -0.087 0.097 0.066 0.352
O -4.05281 -1.15136 -0.69615 -0.103 0.013 0.049 -0.636
H -0.52449 -0.68147 1.41192 0.046 -0.053 -0.040 0.145
C 1.50154 -0.38359 1.47210 0.016 0.005 -0.004 -0.702
H 3.49884 -0.38014 0.73160 -0.007 0.028 -0.082 0.404
C -0.01143 2.42521 0.39069 -0.119 -0.148 0.129 -0.609
Cl -1.55314 -3.12728 0.31473 0.055 -0.028 0.175 -0.170
H 2.56256 1.01537 0.20707 -0.053 0.015 -0.005 0.221
H 2.35700 -1.69249 -0.87631 0.001 -0.005 0.000 0.282
H 1.86324 0.07509 2.40527 0.011 0.022 -0.037 0.296
N -0.50852 2.05185 -0.93008 0.140 0.330 0.060 -0.406
H 2.78726 -0.31908 -1.64387 0.043 -0.042 -0.001 0.278
Cl -1.14320 -2.80514 -2.54766 -0.214 -0.210 -0.131 -0.169
Au 0.11013 -0.39126 -1.46816 -0.056 0.040 0.211 0.627
O -2.11108 -0.20870 -1.27643 0.316 -0.026 -0.217 -0.681
H -0.45005 3.35865 0.76926 0.020 -0.021 0.001 0.384
H -1.39580 1.28664 1.55678 -0.012 -0.003 -0.034 0.449
H 0.08113 1.70904 2.41223 0.025 0.003 -0.030 0.298
C 2.51281 -0.05880 0.37730 0.299 0.076 0.100 -0.492
C -2.31846 -2.63264 -1.21598 0.113 0.192 -0.183 -0.080
H 1.06429 2.59926 0.31099 0.013 -0.019 0.029 0.251
C -0.31151 1.34961 1.44827 0.094 0.170 -0.029 -0.782
H -1.50428 1.85378 -0.93411 0.004 -0.057 0.032 0.255
C -2.88894 -1.18203 -1.05408 -0.075 -0.389 -0.078 0.512
H 1.51434 -1.46558 1.62839 -0.051 -0.005 0.023 0.369
H -0.31625 2.77819 -1.60696 -0.055 0.014 -0.003 0.176
N 2.19124 -0.69272 -0.91550 -0.023 -0.061 -0.180 -0.628
N 0.15828 0.00935 1.14493 -0.343 0.062 0.176 0.056
```
Positions in Å, forces in eV/Å.

frontier orbital gap	0.29250	Eh
total charge	0
energy	-1607.83699	a.u.


(2)
Molecular formula: C4H5NO
Method: DFT, ωB97M-V with the def2-TZVPD basis set

The geometry in XYZ format:
```
11
Properties=species:S:1:pos:R:3:forces:R:3:mulliken_charge:R:1
H -1.19947 -2.02891 0.38558 -0.004 0.156 -0.089 0.345
H 1.46416 0.50116 0.75598 0.150 0.201 -0.034 0.313
O 1.29858 1.25235 -1.17429 0.370 0.114 0.077 -0.163
C -1.04894 -1.00029 0.71507 -0.126 -0.090 0.333 -0.708
C 0.87105 1.13986 0.10864 -1.586 -1.359 -0.033 -0.338
H -0.43180 -1.00555 1.61761 0.000 0.068 -0.101 0.252
H 0.52314 2.08456 0.51584 -0.011 -0.126 -0.034 0.291
C 0.03404 -0.57224 -1.44005 -0.980 -1.471 0.006 -0.143
C 0.89241 0.40532 -2.13389 0.178 0.683 -0.060 -0.180
N -0.39795 -0.23516 -0.31729 1.982 1.881 -0.030 0.052
H -2.00521 -0.54111 0.96678 0.027 -0.056 -0.036 0.278
```
Positions in Å, forces in eV/Å.

frontier orbital gap (alpha / beta)	0.29138 / 0.29135	Eh
total charge	0
energy	-285.17620	a.u.
ΔE to the lowest compared entry with this formula, charge and spin	6.487	eV


(3)
Molecular formula: C5H7NO
Method: DFT, ωB97M-V with the def2-TZVPD basis set

The geometry in XYZ format:
```
14
Properties=species:S:1:pos:R:3:forces:R:3:mulliken_charge:R:1
H 1.51500 1.58384 -0.96203 -0.077 -0.097 0.024 0.349
N -0.43981 1.19529 -0.29824 0.637 1.462 -0.518 -0.470
H -0.48307 -2.20154 -0.75826 -0.098 0.207 -0.060 0.386
C -0.32466 -1.15838 -0.47403 0.524 -1.618 0.164 -0.432
C -1.11570 -0.74085 0.64114 -0.424 1.450 0.509 0.455
H 1.41731 0.87894 0.67788 -0.031 0.107 -0.109 0.258
C -0.96005 0.83998 0.93402 -0.751 -1.311 0.361 -0.351
O -1.98125 -1.36807 1.21149 0.133 -0.405 -0.211 -0.555
C 0.95751 -0.54255 -0.90416 -0.146 0.462 -0.153 -0.346
H -1.98864 1.18156 1.07215 0.163 0.035 0.083 0.289
H 1.82892 -1.16104 -0.64355 -0.165 0.120 -0.016 0.355
C 0.96463 0.88886 -0.32436 0.288 -0.182 -0.054 -0.458
H -0.34541 1.02953 1.82154 -0.002 -0.029 -0.092 0.285
H 0.95524 -0.42557 -1.99358 -0.051 -0.202 0.072 0.236
```
Positions in Å, forces in eV/Å.

frontier orbital gap (alpha / beta)	0.27895 / 0.32135	Eh
total charge	0
energy	-324.58642	a.u.
ΔE to the lowest compared entry with this formula, charge and spin	3.757	eV


(4)
Molecular formula: C3H5NO3
Method: DFT, ωB97M-V with the def2-TZVPD basis set

The geometry in XYZ format:
```
12
Properties=species:S:1:pos:R:3:forces:R:3:mulliken_charge:R:1
H 1.41399 1.45500 0.14668 0.694 0.561 0.844 0.539
H -2.43542 -1.84846 -0.04755 -0.773 0.545 0.199 0.350
O 2.23312 0.89577 0.27469 0.354 0.590 -0.355 -0.489
O 2.15358 -1.36902 -0.10353 0.182 1.447 0.491 -0.537
H -0.08707 1.87253 -0.93997 -0.466 -0.273 -0.281 0.237
N -0.35093 1.40523 -0.08611 0.416 -0.715 0.717 -0.628
C 1.69877 -0.26755 0.07255 -4.425 -1.912 -0.757 0.434
H -1.18012 1.78549 0.35468 0.202 -0.278 -0.167 0.192
H -0.38637 -1.94804 -0.00871 0.970 -2.601 0.347 0.383
O -2.17343 -0.93444 0.14908 -0.849 -1.268 -0.048 -0.469
C -0.04928 0.00183 0.01945 3.320 0.673 -0.114 0.140
C -0.83683 -1.04833 0.16873 0.376 3.230 -0.876 -0.151
```
Positions in Å, forces in eV/Å.

frontier orbital gap	0.34131	Eh
total charge	0
energy	-397.74372	a.u.
ΔE to the lowest compared entry with this formula, charge and spin	2.530	eV


(5)
Molecular formula: C2H4N2O
Method: DFT, ωB97M-V with the def2-TZVPD basis set

The geometry in XYZ format:
```
9
Properties=species:S:1:pos:R:3:forces:R:3:mulliken_charge:R:1
H 0.12511 -1.56208 -0.29399 0.382 0.370 0.578 0.252
N -1.06995 0.00280 0.10384 -2.116 3.477 -1.183 0.264
C 1.24257 0.49584 0.10977 -3.129 1.042 0.161 -0.557
H 2.54542 -0.80796 -0.00372 0.607 -1.004 -0.426 0.266
H -2.31714 1.58764 -0.01749 1.486 -1.413 0.420 0.209
H -1.84219 -0.67927 0.16897 0.285 0.532 -0.006 0.291
O 2.46572 0.15078 -0.00101 0.970 -1.063 0.102 -0.177
N -1.28743 1.30070 -0.05012 -1.619 -1.094 0.292 -0.621
C 0.13790 -0.48846 -0.01624 3.136 -0.846 0.063 0.072
```
Positions in Å, forces in eV/Å.

frontier orbital gap (alpha / beta)	0.27044 / 0.26640	Eh
total charge	0
energy	-263.15800	a.u.
ΔE to the lowest compared entry with this formula, charge and spin	5.586	eV


(6)
Molecular formula: C3H30NO14
Method: DFT, ωB97M-V with the def2-TZVPD basis set

The geometry in XYZ format:
```
48
Properties=species:S:1:pos:R:3:forces:R:3:lowdin_spin:R:1
H 3.78744 -1.11428 1.05243 0.099 0.054 -0.115 0.000
O 0.97738 -4.41496 -0.75251 0.377 0.229 -0.767 0.001
H 1.28281 1.56250 1.15619 0.631 0.211 0.029 0.000
H 2.80669 1.65147 0.69231 -0.245 0.442 0.119 0.000
O 3.03297 0.07793 -2.00519 0.323 0.435 0.137 0.000
H 0.98578 2.50930 3.92298 -0.461 0.180 0.658 0.000
H 0.14065 0.18743 -4.78959 -0.166 0.001 -0.370 0.000
H 1.75359 -3.05507 1.71875 -0.015 -0.397 0.165 0.000
O -0.59918 -2.52110 -2.85436 0.032 -0.366 0.735 0.003
H -0.66081 2.91055 0.87573 0.168 -0.204 -0.514 0.000
H -0.96814 -0.46080 0.65544 -0.047 0.119 0.024 0.008
H -3.14738 -0.73428 2.64415 -0.572 -0.148 0.230 0.009
O -1.57503 1.24601 -1.29596 0.226 -0.399 0.556 0.174
H 0.27832 -4.21636 -1.38008 -0.862 0.099 0.098 0.000
H -3.73459 -0.88431 -0.12019 -0.102 0.125 0.242 0.006
C -3.06962 -1.45693 1.83618 0.712 0.496 0.344 0.042
H 3.25865 -0.24586 -1.10005 -0.308 -0.255 -0.556 0.000
H -0.41117 -2.01303 -3.64444 0.044 0.064 -0.442 0.000
O -2.31429 -0.58473 -2.34992 -0.230 0.185 0.770 0.057
H -1.35510 -1.81641 -0.31467 -0.422 -0.145 -0.602 0.054
O -0.20632 2.04458 0.79799 -0.302 -0.763 0.171 0.003
H -3.91888 1.44582 1.25046 -0.054 0.481 0.225 0.001
C -1.85802 0.04739 -1.38694 -0.315 0.077 -1.763 0.049
H -3.81703 -2.24670 1.81717 -0.476 0.483 -0.054 0.012
O -1.88490 4.20387 0.39583 0.056 -0.073 0.199 0.000
O 3.08381 -1.00440 0.40376 -0.477 0.016 0.461 0.000
H 2.13886 2.01957 3.23833 0.590 -0.478 0.327 0.000
C -1.72017 -0.81262 -0.06153 0.260 1.269 0.884 0.129
H 2.10365 -0.12587 -2.12451 -0.080 -0.143 0.030 0.000
N -2.98592 -0.72047 0.55612 0.558 -2.637 -0.613 0.426
H -2.06600 3.77585 -0.45035 -0.069 0.070 0.025 0.000
O 2.21241 1.26893 1.36558 -0.324 -0.215 -0.034 0.000
H 4.62954 1.83970 -0.42570 0.251 0.396 0.101 0.000
O -0.72067 -0.12412 -5.10825 0.412 -0.045 0.678 0.002
H -2.48258 3.76944 1.02453 -0.146 0.059 -0.218 0.000
O 3.95113 2.49809 -0.63348 -0.096 -0.825 -0.038 0.000
H -1.35232 -2.04479 -2.45721 0.197 -0.215 -0.598 0.001
O 2.05285 -2.78445 2.59954 -0.127 0.263 -0.576 0.000
H -2.12743 -1.97905 2.00598 0.095 0.141 -0.142 0.003
H 1.69242 -4.27727 -1.39424 0.436 -0.132 0.665 0.000
H 2.47523 -1.95104 2.35642 -0.052 -0.060 0.443 0.000
H -1.26307 -0.06283 -4.30846 -0.306 0.058 -0.161 0.001
H 3.48345 2.00521 -1.33297 -0.093 0.230 -0.136 0.000
O 1.81521 2.08497 4.15648 -0.128 0.232 -0.961 0.000
H -0.58332 1.54321 0.02876 0.193 1.304 0.440 0.000
O -3.16008 1.90348 1.64288 -0.368 -0.515 -0.212 0.020
H 2.46770 -0.32163 0.80290 0.809 -0.146 -0.065 0.000
H -2.42855 1.37806 1.29374 0.378 0.445 0.180 0.001
```
Positions in Å, forces in eV/Å.

spin multiplicity	2
frontier orbital gap (alpha / beta)	0.37974 / 0.19342	Eh
total charge	0
energy	-1240.33521	a.u.
ΔE to the lowest compared entry with this formula, charge and spin	0.000	eV


Q: What is the energy in the fifth record?
A: -263.15800 a.u.


What did the third record say?
Molecular formula: C5H7NO
Method: DFT, ωB97M-V with the def2-TZVPD basis set

The geometry in XYZ format:
```
14
Properties=species:S:1:pos:R:3:forces:R:3:mulliken_charge:R:1
H 1.51500 1.58384 -0.96203 -0.077 -0.097 0.024 0.349
N -0.43981 1.19529 -0.29824 0.637 1.462 -0.518 -0.470
H -0.48307 -2.20154 -0.75826 -0.098 0.207 -0.060 0.386
C -0.32466 -1.15838 -0.47403 0.524 -1.618 0.164 -0.432
C -1.11570 -0.74085 0.64114 -0.424 1.450 0.509 0.455
H 1.41731 0.87894 0.67788 -0.031 0.107 -0.109 0.258
C -0.96005 0.83998 0.93402 -0.751 -1.311 0.361 -0.351
O -1.98125 -1.36807 1.21149 0.133 -0.405 -0.211 -0.555
C 0.95751 -0.54255 -0.90416 -0.146 0.462 -0.153 -0.346
H -1.98864 1.18156 1.07215 0.163 0.035 0.083 0.289
H 1.82892 -1.16104 -0.64355 -0.165 0.120 -0.016 0.355
C 0.96463 0.88886 -0.32436 0.288 -0.182 -0.054 -0.458
H -0.34541 1.02953 1.82154 -0.002 -0.029 -0.092 0.285
H 0.95524 -0.42557 -1.99358 -0.051 -0.202 0.072 0.236
```
Positions in Å, forces in eV/Å.

frontier orbital gap (alpha / beta)	0.27895 / 0.32135	Eh
total charge	0
energy	-324.58642	a.u.
ΔE to the lowest compared entry with this formula, charge and spin	3.757	eV